{"formula": "C30H51Cl23N3OS3", "method": "wB97M-V/def2-TZVPD", "lumo_ev": -2.8, "gap_ev": 7.4998, "charge": 1, "total_energy_ev": -358953.2912, "species": ["C", "C", "S", "C", "C", "C", "C", "C", "S", "C", "O", "C", "N", "C", "C", "C", "C", "Cl", "N", "C", "C", "C", "C", "N", "C", "C", "S", "H", "H", "H", "H", "H", "H", "H", "H", "H", "H", "H", "H", "H", "H", "H", "H", "H", "H", "H", "H", "H", "H", "H", "H", "H", "H", "H", "H", "H", "C", "Cl", "Cl", "H", "H", "C", "Cl", "Cl", "H", "H", "C", "Cl", "Cl", "H", "H", "C", "Cl", "Cl", "H", "H", "C", "Cl", "Cl", "H", "H", "C", "Cl", "Cl", "H", "H", "C", "Cl", "Cl", "H", "H", "C", "Cl", "Cl", "H", "H", "C", "Cl", "Cl", "H", "H", "C", "Cl", "Cl", "H", "H", "C", "Cl", "Cl", "H", "H"], "coordinates": [[8.502364, 0.010426, 0.517644], [7.491820, -1.260204, 0.152235], [5.863271, -0.908353, 1.087759], [5.081600, 0.560774, 0.204219], [3.606634, 0.994290, 0.773763], [3.222558, 0.625136, 2.358333], [4.090277, 1.477295, 3.456116], [3.677488, 3.055403, 3.605228], [1.839349, 3.410595, 3.544005], [3.137495, 2.513900, 0.256178], [3.942225, 2.620451, -1.006369], [4.868930, 3.789291, -0.856954], [6.007085, 4.442017, -0.802887], [1.496785, 2.521107, -0.070297], [1.426851, 3.657776, -1.252308], [-0.042607, 4.350589, -1.466207], [-0.029560, 4.969790, -3.020104], [-1.486086, 3.194956, -1.352566], [1.288807, 1.060186, -0.401714], [-0.018209, 0.375694, -0.013630], [-0.860309, -0.471930, -1.185577], [-2.224806, -1.168414, -0.541481], [-2.714030, -1.073502, 1.006221], [-1.935123, -0.266561, 1.987440], [-0.700445, 0.383430, 1.465036], [2.502725, 0.150222, -0.157237], [2.171440, -1.647661, 0.249806], [8.431215, 0.822948, -0.339745], [8.166365, 0.575540, 1.510371], [9.603998, -0.370913, 0.638674], [7.273674, -1.245805, -1.007185], [7.935681, -2.301978, 0.472280], [5.851914, 1.462290, 0.342533], [5.086963, 0.275777, -0.955113], [3.429999, -0.526298, 2.596432], [2.059479, 0.755150, 2.430133], [3.977496, 0.923717, 4.496293], [5.253587, 1.448944, 3.200152], [4.043734, 3.391764, 4.690792], [4.312882, 3.736441, 2.858380], [1.601233, 4.570624, 2.745017], [3.533492, 3.444165, 0.844515], [0.816643, 2.998361, 0.787235], [1.715670, 3.119070, -2.276286], [2.193372, 4.556061, -1.076064], [-0.106186, 5.282668, -0.760104], [-0.611390, 6.004209, -3.087880], [1.056258, 5.122271, -3.438949], [-0.568127, 4.231819, -3.785285], [1.205244, 1.076966, -1.449649], [-0.524443, -0.557483, -2.302356], [-2.907078, -1.797744, -1.283936], [-3.688740, -1.651413, 1.320235], [-0.098140, 1.027706, 2.273086], [2.937142, 0.073812, -1.254915], [1.249849, -2.218372, -0.648070], [-5.472622, -3.015592, -3.167080], [-4.664489, -2.404125, -1.718617], [-5.150944, -1.977208, -4.561120], [-5.105642, -4.022262, -3.381120], [-6.550001, -3.046058, -2.987285], [-8.620351, -0.231048, -6.281723], [-7.475758, -0.990000, -7.394789], [-8.817322, -1.197879, -4.814922], [-8.247318, 0.758779, -6.007935], [-9.589255, -0.135992, -6.777898], [-3.873137, 6.160794, -3.580561], [-3.065004, 6.772260, -2.132097], [-3.551459, 7.199177, -4.974601], [-3.506157, 5.154124, -3.794601], [-4.950516, 6.130327, -3.400766], [-4.782723, -3.889574, 3.221030], [-5.204580, -2.937113, 1.792789], [-3.102513, -3.613428, 3.696110], [-5.437799, -3.601811, 4.046826], [-4.918659, -4.949843, 2.994421], [2.117277, -5.669837, 1.732872], [1.695420, -4.717376, 0.304631], [3.797487, -5.393692, 2.207953], [1.462201, -5.382075, 2.558669], [1.981341, -6.730106, 1.506263], [5.878460, -2.607577, -3.192114], [4.880653, -2.824224, -1.749040], [5.964700, -0.903875, -3.655823], [6.887691, -2.971357, -2.984778], [5.442223, -3.178644, -4.015265], [-6.782935, -5.782367, 6.122127], [-6.083857, -4.159134, 6.159856], [-7.566721, -6.101381, 4.570040], [-5.987936, -6.515842, 6.276603], [-7.524825, -5.868813, 6.919702], [-9.582723, -8.694310, 7.455185], [-10.004580, -7.741849, 6.026945], [-7.902513, -8.418165, 7.930266], [-10.237799, -8.406548, 8.280982], [-9.718659, -9.754579, 7.228577], [0.291851, 1.739046, -5.284172], [1.436444, 0.980094, -6.397239], [0.094880, 0.772215, -3.817372], [0.664884, 2.728873, -5.010385], [-0.677052, 1.834102, -5.780347], [9.401753, 3.627665, 2.231399], [10.503072, 2.324045, 2.692582], [7.767935, 3.011944, 1.954650], [9.371521, 4.368544, 3.033930], [9.766726, 4.093419, 1.312776], [-7.684346, 1.796233, -2.181349], [-6.765413, 0.567808, -3.059730], [-9.323006, 1.947420, -2.827104], [-7.741932, 1.511940, -1.127910], [-7.174296, 2.757878, -2.276683]], "forces_ev_per_a": [[-0.15, 0.06, -0.06], [0.55, 1.60, -0.56], [-0.03, -0.23, -0.44], [1.48, 1.09, -0.75], [-1.79, -1.44, -0.36], [0.69, -0.17, -0.28], [-0.15, -0.21, 0.02], [2.27, 0.80, 0.75], [0.04, 0.61, -0.69], [0.93, -0.41, 1.19], [2.13, 4.71, 0.85], [7.21, 0.84, -0.44], [-10.34, -5.44, -0.42], [2.62, 3.33, 1.16], [-1.06, -0.96, -1.39], [1.60, 1.52, -1.80], [-0.56, 0.12, -0.57], [1.45, 1.06, 0.32], [-2.86, -0.48, -1.08], [-5.92, -2.76, 0.53], [-1.58, 0.53, 6.04], [2.11, 1.32, 0.87], [4.12, 2.28, -2.23], [1.65, -0.65, -5.58], [0.15, -0.36, -1.55], [2.19, -0.32, -2.53], [0.01, 0.43, 0.60], [0.32, -1.75, 1.68], [0.82, -1.71, -2.20], [-2.09, 0.87, -0.34], [0.42, -0.21, 2.39], [-1.25, 2.16, -0.43], [-1.80, -1.77, -0.34], [-0.33, 0.83, 2.54], [-0.33, 2.51, -0.93], [2.29, 0.00, 0.20], [0.11, 1.28, -2.14], [-2.55, -0.04, 0.40], [-0.84, -0.68, -2.44], [-1.59, -1.54, 1.50], [1.02, -1.38, 0.95], [-1.40, -2.14, -0.37], [1.72, -1.97, -1.47], [-0.49, 1.26, 2.11], [-1.65, -2.21, -0.17], [-0.45, -2.15, -1.02], [1.32, -2.33, 0.28], [-1.96, -0.21, 1.08], [1.10, 1.46, 1.88], [-0.07, -0.09, 0.93], [-0.98, -0.21, 2.76], [2.50, 1.80, 1.91], [2.53, 1.62, -0.50], [-1.62, -1.60, -1.82], [-0.48, 0.39, 2.28], [0.91, 1.47, 0.42], [-0.39, -0.35, -0.33], [-1.20, -0.51, -0.30], [0.01, -0.16, 0.04], [0.02, 0.33, 0.08], [0.27, 0.16, -0.02], [-0.17, 0.29, -0.04], [0.00, 0.09, -0.08], [-0.33, -0.15, -0.18], [0.01, -0.31, 0.03], [0.27, -0.16, 0.14], [-0.22, -0.28, -0.12], [-0.10, -0.03, 0.14], [-0.04, -0.12, 0.00], [0.02, 0.29, 0.07], [0.31, 0.14, -0.01], [-0.11, -0.25, 0.30], [-0.83, -0.48, -0.03], [-0.02, -0.04, 0.05], [0.34, 0.02, -0.57], [0.07, 0.31, -0.06], [-0.09, -0.27, 0.39], [-0.16, -0.29, -0.12], [-0.10, -0.04, 0.03], [0.21, 0.05, -0.26], [0.11, 0.33, -0.07], [0.09, -0.47, -0.15], [0.00, -0.05, -0.11], [0.04, 0.08, -0.07], [-0.25, 0.19, 0.02], [0.05, 0.25, 0.21], [-0.09, -0.32, 0.23], [-0.06, 0.02, 0.61], [0.24, 0.07, -0.12], [-0.18, 0.25, -0.12], [0.17, 0.13, -0.32], [-0.43, -0.24, 0.09], [-0.22, -0.16, 0.19], [0.04, -0.15, 0.16], [0.25, 0.03, -0.22], [0.15, 0.31, -0.01], [0.15, 0.39, -0.59], [-0.12, 0.14, 0.09], [0.08, 0.41, -0.22], [-0.02, -0.33, 0.02], [0.21, -0.19, 0.21], [0.32, 0.36, 0.02], [0.02, 0.11, -0.01], [-0.25, 0.37, 0.08], [-0.06, -0.30, -0.15], [-0.16, -0.24, 0.19], [0.12, 0.19, 0.29], [0.30, 0.24, 0.23], [0.00, 0.10, 0.07], [-0.05, -0.02, -0.32], [-0.17, -0.27, -0.08]], "lowdin_charge": [-0.219, -0.471, 0.725, -0.409, -0.281, -0.167, -0.224, -0.545, 0.636, -0.152, -0.136, -0.132, 0.146, -0.155, -0.156, -0.638, -0.154, 0.553, -0.067, -0.171, -0.011, -0.038, -0.083, 0.017, -0.042, -0.474, 0.687, 0.083, -0.002, 0.078, 0.041, 0.099, 0.074, 0.080, 0.112, 0.078, 0.130, 0.110, 0.094, 0.087, -0.104, 0.140, 0.153, 0.129, 0.154, 0.123, 0.056, 0.089, 0.069, 0.105, -0.020, -0.070, -0.040, 0.098, 0.133, -0.102, -0.962, 0.602, 0.495, 0.038, 0.031, -1.019, 0.497, 0.462, 0.018, 0.033, -1.024, 0.512, 0.512, 0.020, 0.030, -1.021, 0.571, 0.523, -0.077, 0.028, -1.000, 0.496, 0.515, 0.033, 0.033, -1.004, 0.519, 0.514, 0.033, 0.032, -1.022, 0.574, 0.497, 0.029, -0.012, -0.997, 0.503, 0.536, 0.033, 0.032, -0.987, 0.544, 0.603, 0.010, 0.043, -0.991, 0.526, 0.523, 0.032, 0.036, -1.007, 0.473, 0.509, 0.032, 0.026]}